90
Properties=species:S:1:pos:R:3 method="wB97M-V/def2-TZVPD" relative_energy_ev=9.678 homo_lumo_gap_ha=0.353 e_tot_ev=-40156.989 lumo_ev=0.53 max_force_ha_per_bohr=0.250
C -9.60 6.49 26.95
C -8.90 6.97 25.68
C -9.15 8.48 25.47
O -7.70 6.63 25.58
H -9.76 5.44 26.85
H -10.59 6.87 27.18
H -8.93 6.68 27.78
H -9.58 6.48 24.90
H -10.20 8.72 25.30
H -8.54 9.04 24.71
H -8.77 8.98 26.42
H -7.60 5.79 25.16
C -5.83 10.52 25.23
C -5.27 9.09 25.16
C -5.36 8.43 26.52
O -5.85 8.32 24.40
H -6.59 10.79 25.95
H -6.24 10.83 24.26
H -4.91 11.06 25.56
H -4.23 9.18 24.73
H -5.03 7.38 26.39
H -6.36 8.30 26.93
H -4.61 8.81 27.30
H -6.73 8.23 24.72
C -6.61 13.77 23.29
C -5.30 14.40 23.24
C -4.42 13.82 24.33
O -4.62 14.40 22.18
H -7.23 14.11 22.50
H -7.22 14.14 24.13
H -6.56 12.68 23.38
H -5.46 15.45 23.51
H -5.13 13.57 25.17
H -3.54 14.38 24.71
H -4.19 12.79 24.13
H -3.93 15.04 22.25
C -8.77 17.18 19.71
C -9.29 16.31 20.90
C -10.82 16.34 21.03
O -9.03 15.09 20.85
H -7.71 17.35 19.93
H -9.16 18.14 19.56
H -8.76 16.66 18.73
H -8.83 16.73 21.84
H -11.28 16.03 20.12
H -11.25 17.28 21.01
H -11.09 15.84 21.97
H -8.13 14.91 20.50
C -11.39 13.33 23.39
C -9.99 12.68 23.12
C -9.63 11.91 24.41
O -10.12 11.79 22.27
H -11.22 13.95 24.30
H -12.11 12.57 23.61
H -11.84 13.83 22.55
H -9.17 13.34 22.81
H -10.50 11.38 24.68
H -9.48 12.66 25.20
H -8.67 11.26 24.28
H -9.21 11.59 22.00
C -12.63 11.67 20.38
C -13.89 12.31 19.85
C -14.26 13.58 20.61
O -13.93 12.52 18.65
H -12.70 11.53 21.48
H -11.79 12.46 20.30
H -12.44 10.72 19.96
H -14.73 11.64 20.03
H -14.13 13.56 21.68
H -15.27 13.79 20.44
H -13.81 14.52 20.40
H -14.62 11.94 18.26
C -8.88 10.22 19.56
C -7.68 10.59 20.36
C -7.25 12.01 20.19
O -7.88 10.50 21.59
H -9.74 10.82 19.90
H -9.12 9.14 19.61
H -8.62 10.53 18.55
H -6.87 9.99 20.13
H -7.04 12.07 19.14
H -6.44 12.28 20.84
H -7.98 12.74 20.41
H -7.49 9.69 21.90
C -10.98 8.46 21.95
O -11.63 9.19 22.93
H -9.98 8.84 22.05
H -11.25 8.63 20.96
H -11.13 7.39 22.15
H -11.45 10.12 22.74

95
Properties=species:S:1:pos:R:3 method="wB97M-V/def2-TZVPD" total_charge=+1 relative_energy_ev=0.000 homo_lumo_gap_ha="0.285 / 0.080" s2=0.755 spin_multiplicity=2 e_tot_ev=-45572.171 lumo_ev="-3.22 / -8.78" max_force_ha_per_bohr=0.070
C 2.60 3.12 -1.17
C 2.09 2.71 0.24
C 0.95 3.67 0.68
O 1.34 5.06 0.78
C 1.93 5.34 2.00
N 1.59 1.33 0.09
H 1.81 3.17 -1.91
H 3.50 2.57 -1.45
H 2.73 4.19 -1.07
H 2.94 2.79 0.91
H 0.39 3.43 1.58
H 0.20 3.69 -0.11
H 1.92 6.43 2.10
H 2.94 4.93 1.98
H 1.50 4.94 2.92
H 1.14 0.96 0.91
H 2.43 0.78 -0.06
C -5.45 -2.20 -1.46
C -6.29 -1.53 -0.43
C -5.31 -0.95 0.69
O -4.39 -1.90 1.19
C -4.99 -2.80 2.10
N -7.13 -0.60 -1.10
H -4.95 -1.48 -2.11
H -6.06 -2.87 -2.07
H -4.64 -2.83 -1.09
H -7.00 -2.21 0.04
H -5.77 -0.57 1.60
H -4.75 -0.18 0.17
H -5.84 -3.34 1.68
H -5.12 -2.29 3.06
H -4.25 -3.58 2.24
H -6.64 0.17 -1.53
H -7.69 -1.05 -1.81
C 7.05 0.22 -0.64
C 5.57 0.20 -0.50
C 4.92 -1.08 -1.14
O 3.51 -0.85 -0.96
C 2.67 -1.94 -0.97
N 5.22 0.13 0.85
H 7.42 1.13 -0.17
H 7.42 0.14 -1.66
H 7.56 -0.67 -0.25
H 5.25 1.14 -0.94
H 5.20 -1.98 -0.59
H 5.16 -1.12 -2.20
H 2.76 -2.63 -1.81
H 1.69 -1.48 -0.91
H 2.90 -2.51 -0.07
H 4.27 -0.19 0.73
H 5.62 -0.72 1.23
C -0.92 -3.02 -2.94
C -0.91 -1.86 -3.99
C -2.26 -1.26 -4.36
O -3.07 -2.32 -4.84
C -4.38 -1.83 -5.12
N -0.01 -0.82 -3.46
H -1.39 -3.95 -3.28
H -1.46 -2.71 -2.05
H 0.11 -3.18 -2.62
H -0.50 -2.22 -4.93
H -2.20 -0.43 -5.05
H -2.77 -0.90 -3.46
H -4.44 -1.30 -6.07
H -4.81 -1.15 -4.38
H -4.99 -2.70 -5.37
H -0.38 -0.62 -2.54
H -0.37 -0.01 -3.92
C 1.82 1.76 4.84
C 2.44 0.47 4.49
C 2.20 -0.11 3.03
O 0.83 -0.14 2.71
C -0.01 -1.10 3.24
N 3.85 0.44 4.88
H 1.95 2.46 4.01
H 2.27 2.30 5.67
H 0.76 1.71 5.10
H 1.86 -0.18 5.15
H 2.66 -1.10 2.97
H 2.77 0.59 2.42
H 0.00 -1.90 2.49
H -1.00 -0.68 3.40
H 0.23 -1.56 4.20
H 3.89 0.75 5.84
H 4.29 1.15 4.33
C -2.01 1.01 0.79
C -1.58 0.19 -0.45
O -0.73 0.96 -1.30
O -2.50 2.24 0.42
H -1.15 1.17 1.44
H -2.73 0.44 1.39
H -2.49 -0.13 -0.96
H -0.99 -0.69 -0.23
H 0.12 1.05 -0.85
H -1.89 2.51 -0.26

105
Properties=species:S:1:pos:R:3 method="wB97M-V/def2-TZVPD" total_charge=-1 relative_energy_ev=0.000 homo_lumo_gap_ha=0.335 e_tot_ev=-127397.196 lumo_ev=2.35 max_force_ha_per_bohr=0.073
As -0.19 -0.51 0.30
F 0.03 -2.33 0.08
F -1.40 -0.54 -1.01
F -0.36 1.30 0.48
F 1.10 -0.59 1.58
F 1.18 -0.31 -0.91
F -1.42 -0.76 1.54
C -1.45 0.67 -6.26
C -2.64 -0.31 -6.47
C -2.78 -1.29 -5.31
O -1.59 -1.88 -5.03
C -1.65 -2.93 -4.00
N -3.75 0.55 -6.34
H -1.34 1.32 -7.13
H -0.60 -0.01 -6.28
H -1.53 1.18 -5.30
H -2.64 -0.77 -7.46
H -3.49 -2.01 -5.72
H -3.20 -0.85 -4.40
H -2.40 -3.68 -4.22
H -2.03 -2.44 -3.11
H -0.75 -3.47 -3.71
H -3.80 1.08 -5.48
H -4.67 0.19 -6.58
C -0.43 -4.89 3.38
C -0.93 -3.41 3.19
C -2.47 -3.26 3.40
O -3.19 -4.18 2.59
C -3.37 -3.82 1.23
N -0.21 -2.66 4.15
H 0.57 -5.16 3.04
H -1.11 -5.54 2.83
H -0.60 -5.26 4.39
H -0.55 -3.04 2.24
H -2.77 -2.21 3.39
H -2.79 -3.53 4.41
H -4.34 -3.80 0.74
H -2.89 -4.61 0.66
H -3.07 -2.80 0.96
H -0.29 -1.66 4.00
H 0.73 -2.80 3.81
C -3.61 2.07 3.89
C -4.08 2.26 2.47
C -3.06 3.21 1.74
O -3.34 4.58 1.98
C -2.54 5.46 1.22
N -3.92 1.02 1.88
H -4.31 1.51 4.51
H -3.41 2.99 4.43
H -2.69 1.49 3.95
H -5.13 2.52 2.52
H -2.95 2.99 0.68
H -2.11 2.97 2.22
H -2.77 5.35 0.16
H -1.52 5.08 1.29
H -2.60 6.48 1.61
H -2.96 0.84 1.62
H -4.19 0.35 2.58
C 3.90 4.52 5.75
C 3.99 4.76 4.16
C 2.61 4.56 3.50
O 2.61 3.44 2.66
C 1.39 3.20 2.02
N 4.53 6.05 3.90
H 4.88 4.53 6.23
H 3.53 3.53 5.98
H 3.22 5.21 6.26
H 4.73 4.08 3.74
H 2.26 5.44 2.95
H 1.96 4.31 4.34
H 1.48 2.43 1.26
H 0.95 4.06 1.50
H 0.64 2.91 2.75
H 4.08 6.79 4.42
H 4.24 6.36 2.99
C 1.31 -5.63 -0.41
C 1.42 -4.87 -1.72
O 1.21 -5.63 -2.88
O 1.96 -6.81 -0.57
H 0.26 -5.93 -0.36
H 1.74 -5.03 0.40
H 2.38 -4.36 -1.82
H 0.62 -4.13 -1.61
H 2.06 -5.93 -3.21
H 1.68 -6.99 -1.46
C 1.72 2.78 -4.13
C 0.88 1.78 -3.19
O 1.38 0.47 -3.33
O 1.34 2.66 -5.52
H 2.77 2.52 -3.94
H 1.52 3.85 -4.05
H -0.17 1.62 -3.42
H 0.88 2.04 -2.13
H 1.07 0.00 -2.55
H 1.82 1.86 -5.76
C 4.25 -1.02 -1.67
C 4.43 -0.94 -0.15
O 5.07 -2.11 0.25
O 5.39 -0.50 -2.23
H 3.47 -0.30 -1.93
H 4.01 -2.00 -2.08
H 3.48 -1.11 0.36
H 4.88 -0.02 0.24
H 5.06 -2.13 1.21
H 5.38 -0.48 -3.19

102
Properties=species:S:1:pos:R:3 method="wB97M-V/def2-TZVPD" homo_lumo_gap_ha=0.326 e_tot_ev=-68091.382 lumo_ev=0.16 max_force_ha_per_bohr=0.078
C 3.41 -1.71 2.48
C 2.18 -1.11 2.02
C 1.72 -1.07 0.50
C 0.27 -1.78 0.33
C -0.86 -0.74 0.84
C -2.21 -1.54 1.28
S -2.23 -1.59 3.16
O 2.57 -2.09 -0.15
C 3.64 -1.44 -0.81
O 4.69 -1.88 -1.28
O 3.33 -0.06 -0.80
C 1.95 0.24 -0.38
C 2.14 1.66 0.33
C 1.03 2.04 1.41
F 3.48 1.71 0.84
H 4.12 -1.14 3.18
H 3.64 -2.79 2.18
H 1.52 -0.69 2.85
H 0.03 -2.00 -0.77
H 0.22 -2.78 0.90
H -0.49 -0.23 1.79
H -1.18 -0.02 0.02
H -3.13 -0.93 0.98
H -2.22 -2.61 0.86
H -1.12 -2.32 3.57
H 1.31 0.15 -1.31
H 2.09 2.46 -0.48
H 1.36 3.03 1.88
H 0.93 1.30 2.26
H 0.06 2.27 0.87
C -1.42 4.67 -0.89
O -0.03 4.49 -0.68
H -1.94 3.73 -0.66
H -1.79 5.45 -0.23
H -1.61 4.94 -1.93
H 0.40 5.33 -0.89
C -3.73 1.60 3.88
O -3.60 2.29 2.65
H -3.84 0.53 3.68
H -2.83 1.75 4.49
H -4.61 1.96 4.42
H -3.50 3.23 2.86
C -4.06 1.50 -1.51
O -4.78 2.41 -0.68
H -4.30 1.71 -2.55
H -2.99 1.63 -1.35
H -4.35 0.47 -1.27
H -4.55 2.21 0.24
C 4.96 -5.08 -3.58
O 4.86 -3.66 -3.60
H 5.01 -5.44 -4.61
H 5.86 -5.38 -3.04
H 4.07 -5.51 -3.10
H 4.81 -3.37 -2.68
C 7.68 0.16 -2.27
O 6.79 1.21 -1.92
H 8.60 0.60 -2.67
H 7.93 -0.43 -1.38
H 7.22 -0.48 -3.03
H 6.00 0.80 -1.56
C 4.84 -5.91 1.09
O 3.45 -6.00 0.81
H 5.18 -6.86 1.48
H 5.38 -5.67 0.17
H 5.01 -5.12 1.83
H 3.17 -5.14 0.47
C -7.72 3.12 1.19
O -6.36 3.53 1.15
H -8.07 3.16 2.22
H -8.33 3.78 0.57
H -7.80 2.09 0.83
H -6.08 3.48 0.22
C -9.11 0.84 -2.19
O -8.40 1.74 -1.35
H -10.18 1.03 -2.09
H -8.82 0.99 -3.23
H -8.90 -0.19 -1.89
H -7.46 1.55 -1.46
C 2.05 -0.36 6.18
O 2.17 0.33 4.95
H 1.94 -1.42 5.99
H 2.95 -0.20 6.79
H 1.17 0.01 6.72
H 2.27 1.26 5.15
C -2.87 -5.78 -0.82
O -2.16 -4.88 0.01
H -3.94 -5.59 -0.72
H -2.58 -5.63 -1.87
H -2.65 -6.81 -0.53
H -1.22 -5.06 -0.10
C 6.38 -2.18 -6.45
O 5.34 -1.77 -5.58
H 6.59 -1.37 -7.15
H 7.29 -2.40 -5.87
H 6.07 -3.07 -7.00
H 5.18 -2.51 -4.96
C -3.07 8.18 0.25
O -1.91 7.92 -0.54
H -3.86 7.50 -0.06
H -2.84 8.02 1.30
H -3.39 9.21 0.09
H -1.22 8.53 -0.25